A.
Here is a cluster of 2 separate species, C4H2O2 in total from the OMol25 dataset. Energies are from ωB97M-V with the def2-TZVPD basis set.

Properties
Kohn-Sham gap (spin up / spin down) ... 8.36 / 8.36 eV
Net charge ... 0

Last columns: bonded neighbours and bond lengths (Å).
CARTESIAN COORDINATES (ANGSTROEM)
1 O 0.425 -2.437 -0.917  C8 1.138
2 C -0.550 0.682 0.817  H3 1.161, H4 1.193, C5 1.366
3 H -1.320 -0.170 0.989  C2 1.161
4 H 0.342 1.037 1.525  C2 1.193
5 C -0.688 1.304 -0.392  C2 1.366, C7 1.284
6 O 1.345 -0.567 0.019  C8 1.148
7 C -0.483 1.684 -1.601  C5 1.284
8 C 0.929 -1.534 -0.440  O1 1.138, O6 1.148

Atom charges from the natural (NBO) analysis, given in e for atoms 1 to 4:
1. O -0.4887
2. C -0.1880
3. H 0.2365
4. H 0.2568

B.
Here is an isolated molecule of C4H2O2 from the OMol25 dataset. Energies are from ωB97M-V with the def2-TZVPD basis set.

Properties
Kohn-Sham gap ... 10.15 eV
Net charge ... 0
SMILES ... O=CC#CC=O

Last columns: bonded neighbours and bond lengths (Å).
CARTESIAN COORDINATES (ANGSTROEM)
1 C 0.610 0.027 -0.055  C2 1.212, C4 1.456
2 C -0.583 -0.179 -0.011  C1 1.212, C6 1.457
3 H 2.226 1.431 -0.314  C4 1.105
4 C 2.025 0.373 -0.070  C1 1.456, H3 1.105, O8 1.207
5 H -2.449 -1.099 -0.648  C6 1.104
6 C -2.025 -0.372 0.066  C2 1.457, H5 1.104, O7 1.208
7 O -2.711 0.230 0.857  C6 1.208
8 O 2.908 -0.412 0.176  C4 1.207

Atom charges from the natural (NBO) analysis, given in e for atoms 1 to 4:
1. C -0.0337
2. C -0.0512
3. H 0.1454
4. C 0.3521

The structure with the greatest stability is B.